No. 1
{
  "formula": "C44H53N4O",
  "method": "ωB97M-V/def2-TZVPD",
  "species": ["C", "C", "C", "C", "C", "C", "N", "C", "N", "C", "C", "C", "C", "C", "C", "C", "C", "C", "C", "C", "C", "C", "C", "H", "H", "H", "H", "H", "H", "H", "H", "H", "H", "H", "H", "H", "H", "H", "H", "H", "H", "H", "H", "H", "H", "H", "H", "H", "H", "C", "N", "C", "O", "C", "C", "C", "C", "C", "C", "C", "C", "N", "C", "C", "C", "C", "C", "C", "C", "C", "C", "C", "C", "C", "C", "H", "H", "H", "H", "H", "H", "H", "H", "H", "H", "H", "H", "H", "H", "H", "H", "H", "H", "H", "H", "H", "H", "H", "H", "H", "H", "H"],
  "xyz": [[5.7249, -3.6951, 1.1105], [4.6744, -2.7910, 0.5258], [3.5956, -3.3221, -0.1976], [2.6582, -2.5006, -0.7973], [1.5478, -3.1300, -1.5882], [2.7563, -1.1136, -0.6338], [1.8902, -0.3365, -1.4803], [1.0868, 0.7480, -1.1491], [0.8706, 1.4121, -2.3109], [0.3658, 2.7294, -2.5233], [1.1180, 3.8543, -2.1525], [2.5393, 3.7402, -1.6961], [0.4695, 5.0926, -2.1792], [-0.8255, 5.2070, -2.6865], [-1.5481, 6.5212, -2.5963], [-1.4676, 4.0786, -3.2288], [-0.8322, 2.8375, -3.2233], [-1.5434, 1.6953, -3.8738], [1.3785, 0.7146, -3.5037], [2.1541, -0.4340, -2.9250], [3.7979, -0.5487, 0.1248], [3.9550, 0.9247, 0.3139], [4.7310, -1.4045, 0.7096], [6.5167, -3.0802, 1.5426], [5.3015, -4.3313, 1.8965], [6.1505, -4.3474, 0.3391], [3.4642, -4.4184, -0.2766], [0.6255, -2.5381, -1.5756], [1.8085, -3.3520, -2.6382], [1.3190, -4.1054, -1.1296], [2.8566, 4.6238, -1.1155], [2.6902, 2.8716, -1.0426], [3.2499, 3.6381, -2.5344], [0.9459, 5.9913, -1.7544], [-2.4858, 6.4739, -3.1587], [-1.7723, 6.7556, -1.5442], [-0.9159, 7.3200, -3.0042], [-2.4972, 4.1509, -3.6004], [-2.6226, 1.8646, -3.7481], [-1.3603, 1.6322, -4.9608], [-1.3211, 0.7181, -3.4363], [0.5342, 0.3504, -4.1152], [1.9876, 1.4112, -4.1069], [3.2407, -0.3696, -3.1207], [1.7628, -1.3987, -3.2905], [4.7437, 1.1350, 1.0629], [4.2468, 1.4656, -0.6018], [3.0383, 1.3671, 0.7204], [5.5405, -1.0117, 1.3515], [-3.8878, -2.5793, 4.4612], [-2.8894, -2.4787, 3.4175], [-2.5100, -3.5745, 2.6966], [-2.8957, -4.7244, 2.8837], [-1.5140, -3.1019, 1.6391], [-1.8864, -3.5754, 0.2334], [-1.6989, -5.0663, 0.0365], [-2.7169, -5.8210, -0.5385], [-2.5777, -7.2047, -0.6891], [-1.3808, -7.8262, -0.2906], [-0.3446, -7.0675, 0.2476], [-0.4883, -5.6799, 0.4109], [-1.5081, -1.6413, 1.7991], [-0.7256, -0.8621, 0.9833], [-0.8045, 0.5278, 0.8776], [-0.0124, 1.4015, 0.0928], [-0.1930, 2.8440, 0.5193], [0.8411, 3.7013, 1.0103], [0.5926, 5.0466, 1.2963], [-0.7201, 5.5648, 1.3200], [-0.9804, 7.0261, 1.5916], [-1.7762, 4.6750, 1.0432], [-1.5205, 3.3535, 0.6753], [-2.4681, -1.1982, 2.8560], [-3.6859, -0.4946, 2.2289], [-1.8404, -0.3626, 3.9741], [-4.0298, -3.6276, 4.7305], [-3.5611, -2.0244, 5.3461], [-4.8509, -2.1659, 4.1344], [-0.5140, -3.4831, 1.9269], [-2.9449, -3.3144, 0.0417], [-1.2789, -3.0119, -0.4963], [-3.6381, -5.3138, -0.8491], [-3.3900, -7.7848, -1.1106], [-1.2673, -8.9040, -0.4101], [0.5944, -7.5368, 0.5500], [0.3179, -5.0783, 0.8332], [0.0252, -1.4452, 0.4123], [-1.4567, 1.0016, 1.6461], [1.5491, 1.2305, -0.1283], [1.8425, 3.3243, 1.2649], [1.4218, 5.7465, 1.5019], [-1.8441, 7.1674, 2.2466], [-0.1086, 7.4782, 2.0622], [-1.1872, 7.5841, 0.6703], [-2.8262, 5.0261, 1.0873], [-2.3630, 2.6599, 0.5541], [-4.2962, -1.2341, 1.6861], [-4.3022, -0.0471, 3.0205], [-3.3591, 0.2876, 1.5359], [-1.2707, -1.0261, 4.6351], [-1.1809, 0.4056, 3.5687], [-2.6339, 0.1077, 4.5663]],
  "e_homo_ev": -9.995,
  "e_lumo_ev": -3.626,
  "charge": 1,
  "multiplicity": 1
}

***

No. 2
{
  "formula": "C7H12N2OS",
  "method": "ωB97M-V/def2-TZVPD",
  "species": ["C", "C", "C", "C", "C", "C", "C", "N", "N", "O", "S", "H", "H", "H", "H", "H", "H", "H", "H", "H", "H", "H", "H"],
  "xyz": [[-4.5558, -0.3055, -0.4526], [-3.5172, 0.7800, 1.0468], [-3.2300, -0.4250, -0.7486], [2.1972, 0.3029, -1.3937], [3.1326, -0.1256, 0.9147], [0.6947, -0.1557, 0.6012], [1.9528, 0.4753, 0.1074], [-4.7179, 0.4466, 0.6665], [-2.5672, 0.2761, 0.2236], [4.3012, 0.6335, 0.8135], [0.5077, -1.7672, 0.1922], [-5.3960, -0.7160, -0.9762], [-3.2902, 1.3795, 1.9057], [3.0695, 0.8718, -1.7136], [1.3391, 0.6664, -1.9573], [2.3493, -0.7478, -1.6368], [3.2978, -1.1613, 0.5811], [2.8830, -0.1359, 1.9794], [-2.7131, -0.9307, -1.5385], [1.9064, 1.5453, 0.3495], [-1.5647, 0.3909, 0.3163], [4.5932, 0.6417, -0.1018], [-0.6726, -1.9392, 0.8213]],
  "e_homo_ev": [-7.597, -8.818],
  "e_lumo_ev": [0.503, -1.759],
  "charge": 0,
  "s_squared": 2.0080,
  "multiplicity": 3
}

***

No. 3
{
  "formula": "C3H4N4O",
  "method": "ωB97M-V/def2-TZVPD",
  "species": ["C", "C", "C", "H", "H", "H", "H", "N", "N", "N", "N", "O"],
  "xyz": [[-0.7097, 1.3073, 0.5828], [-0.8348, -1.3155, -0.4236], [1.2405, -0.7791, 0.1059], [0.8885, 2.0855, -0.4310], [-0.6713, 1.9799, 1.6248], [-0.6324, -2.2264, -0.9345], [2.3699, -1.4220, -0.1556], [0.4066, 1.2901, -0.4147], [-1.6534, 0.5415, 0.2076], [-1.6838, -0.4114, -0.7565], [1.4088, 0.3207, -0.3589], [-0.1289, -1.3706, 0.9538]],
  "e_homo_ev": -9.285,
  "e_lumo_ev": 0.618,
  "smiles": "c1nncocn[nH]1",
  "charge": 0,
  "multiplicity": 1
}

***

No. 4
{
  "formula": "C3H9N",
  "method": "ωB97M-V/def2-TZVPD",
  "species": ["C", "H", "H", "H", "H", "C", "C", "N", "H", "H", "H", "H", "H"],
  "xyz": [[0.3125, 0.4535, -3.5331], [1.3793, 0.3899, -3.2916], [-0.3693, 0.5650, -2.6365], [0.0088, -0.3548, -4.1760], [-0.1621, 1.3955, -3.9634], [0.3538, -0.6643, 2.4477], [-0.5651, 0.5764, 0.6217], [-0.1897, -0.5685, 1.1141], [0.8786, 0.2380, 2.6257], [0.8816, -1.5891, 2.4463], [-0.4468, -0.9794, 3.1398], [-0.3665, 0.7997, -0.4187], [-1.0834, 1.3203, 1.2585]],
  "e_homo_ev": -8.815,
  "e_lumo_ev": 0.901,
  "smiles": "C=NC.C",
  "charge": 0,
  "multiplicity": 1
}

***

No. 5
{
  "formula": "C33H66BBrClIN11O3P2",
  "method": "ωB97M-V/def2-TZVPD",
  "species": ["C", "C", "N", "C", "C", "N", "C", "N", "C", "Cl", "C", "C", "C", "C", "C", "C", "C", "B", "O", "C", "C", "C", "Br", "C", "C", "C", "C", "C", "N", "N", "I", "H", "H", "H", "H", "H", "H", "H", "H", "H", "H", "H", "H", "H", "H", "H", "H", "H", "H", "H", "H", "H", "H", "H", "H", "H", "H", "H", "H", "H", "H", "O", "P", "N", "C", "C", "N", "C", "C", "N", "C", "C", "H", "H", "H", "H", "H", "H", "H", "H", "H", "H", "H", "H", "H", "H", "H", "H", "H", "H", "O", "P", "N", "C", "C", "N", "C", "C", "N", "C", "C", "H", "H", "H", "H", "H", "H", "H", "H", "H", "H", "H", "H", "H", "H", "H", "H", "H", "H"],
  "xyz": [[-4.0979, -4.6411, -3.4673], [-3.1492, -4.4736, -2.7552], [-2.3901, -4.4220, -1.6127], [-1.1321, -5.2071, -1.6806], [-1.4567, -6.6904, -1.5417], [-0.5585, -7.5266, -1.2450], [-2.7663, -3.7027, -0.5708], [-3.8982, -2.9214, -0.5906], [-3.5464, -1.4875, -0.6617], [-2.9683, -1.1960, -2.3851], [-4.9157, -0.7705, -0.5907], [-5.2711, 0.3136, -1.3898], [-6.5196, 0.9150, -1.3044], [-7.4787, 0.4442, -0.4145], [-7.1476, -0.6542, 0.3692], [-5.8913, -1.2362, 0.2950], [-2.4773, -1.0979, 0.4125], [-0.9868, -0.9031, -0.2252], [-0.4301, -1.9167, -1.0236], [-0.0092, 0.3044, -0.0248], [0.0521, 1.0443, -1.4284], [-2.8719, 0.1514, 1.2415], [-1.8137, 0.3337, 2.8934], [-2.8972, 1.4716, 0.4465], [-4.1129, 2.3121, 0.8976], [-2.3227, -2.3775, 1.3420], [-3.4379, -2.5728, 2.3941], [-2.9161, -2.7313, 3.8506], [-3.8234, -2.0435, 4.7809], [-2.0078, -3.5956, 0.5514], [-1.8047, -5.3028, 1.6572], [-4.8969, -4.6209, -4.1774], [-0.4116, -4.8928, -0.9315], [-0.7686, -5.0824, -2.7044], [-2.4771, -7.0494, -1.7366], [-0.9689, -8.4599, -1.2394], [-4.5817, -3.1665, -1.2993], [-4.5770, 0.7491, -2.0985], [-6.7279, 1.7731, -1.9353], [-8.4383, 0.9477, -0.3904], [-7.9086, -1.0335, 1.0450], [-5.7217, -2.0818, 0.9537], [0.2978, -2.3396, -0.5523], [-0.2757, 1.0629, 0.7063], [1.0219, -0.0161, 0.1695], [-0.0082, 2.1206, -1.2444], [0.9687, 0.8171, -1.9688], [-0.8457, 0.7870, -2.0023], [-3.8818, 0.0658, 1.6444], [-2.0405, 2.1141, 0.6728], [-2.8720, 1.3209, -0.6373], [-4.1501, 3.2591, 0.3566], [-5.0528, 1.7602, 0.8290], [-3.9600, 2.5300, 1.9626], [-1.4004, -2.1982, 1.9112], [-4.1706, -1.7675, 2.4491], [-4.0407, -3.4736, 2.2214], [-2.8085, -3.7849, 4.1220], [-1.9149, -2.2892, 3.9668], [-3.6525, -1.0430, 4.7222], [-3.5377, -2.2958, 5.7229], [0.3188, 5.1310, 1.4134], [1.2352, 5.3743, 2.5923], [1.9749, 3.8244, 2.6682], [1.5672, 2.6708, 3.4270], [2.8443, 3.4854, 1.5505], [-0.0167, 5.7045, 3.7364], [-0.2767, 4.9564, 4.9444], [-1.2818, 6.1920, 3.1933], [2.3843, 6.0212, 3.6830], [3.3984, 5.3184, 4.4446], [2.1735, 7.3930, 4.1460], [2.4482, 2.1961, 3.8820], [1.0632, 1.9220, 2.7999], [0.9081, 2.8948, 4.2601], [3.7460, 4.1119, 1.5624], [2.3419, 3.6382, 0.5883], [3.1710, 2.4473, 1.5951], [-0.8255, 4.0264, 4.7429], [-0.8855, 5.5504, 5.6327], [0.6382, 4.7286, 5.4942], [-1.9054, 5.3751, 2.8079], [-1.1140, 6.9025, 2.3883], [-1.8462, 6.7199, 3.9671], [2.9632, 4.7508, 5.2722], [4.1148, 6.0247, 4.8702], [3.9948, 4.6488, 3.8287], [1.6457, 7.4130, 5.1036], [1.5915, 7.9629, 3.4236], [3.1240, 7.9190, 4.2627], [4.9966, -0.8534, -1.6356], [5.3737, -1.1560, -3.0680], [3.9979, -0.4804, -3.8465], [2.7573, -1.1137, -4.2094], [3.8683, 0.9697, -3.7710], [5.4100, -2.8755, -2.8917], [4.5834, -3.8153, -3.6109], [5.6574, -3.3863, -1.5461], [6.1959, -1.3055, -4.5608], [5.6808, -1.0877, -5.8986], [7.4825, -2.0023, -4.5525], [2.4652, -0.7822, -5.2160], [1.9405, -0.8609, -3.5192], [2.7987, -2.1968, -4.2773], [4.6574, 1.4533, -4.3618], [3.9514, 1.3259, -2.7381], [2.9143, 1.3163, -4.1661], [3.5704, -3.8801, -3.1894], [5.0203, -4.8173, -3.5623], [4.5212, -3.5810, -4.6751], [4.7479, -3.3831, -0.9317], [6.4149, -2.7966, -1.0370], [6.0359, -4.4111, -1.5951], [5.0103, -1.8934, -6.2112], [6.4994, -1.0417, -6.6204], [5.1639, -0.1358, -5.9979], [7.3648, -3.0579, -4.8135], [7.9510, -1.9436, -3.5715], [8.1811, -1.5463, -5.2578]],
  "e_homo_ev": -9.411,
  "e_lumo_ev": -4.327,
  "charge": 1,
  "multiplicity": 1
}

***

| no. | maximum force (Eh/bohr) |
| --- | --- |
| 1 | 0.084 |
| 2 | 0.033 |
| 3 | 0.134 |
| 4 | 0.075 |
| 5 | 0.124 |